17
Properties=species:S:1:pos:R:3 method="wB97M-V/def2-TZVPD" homo_energy_ev=-8.205 e_tot_ha=-288.9515 de_lowest_kcal_mol=41.10 smiles="C=CNCC.O"
C -1.535 -1.808 0.079
C -0.381 -1.195 0.424
N 0.427 -0.498 -0.473
C 1.300 0.566 0.101
C 2.281 0.981 -1.014
H -2.075 -2.277 0.880
H -1.865 -1.542 -0.922
H 0.052 -1.464 1.383
H -0.156 -0.237 -1.255
H 1.843 0.071 0.896
H 0.622 1.410 0.233
H 1.775 1.583 -1.765
H 2.913 0.143 -1.288
H 2.952 1.726 -0.556
O -1.829 1.346 0.851
H -2.654 1.778 0.656
H -1.890 0.423 0.586

=====

17
Properties=species:S:1:pos:R:3 method="wB97M-V/def2-TZVPD" homo_energy_ev=-10.093 e_tot_ha=-288.9525 de_lowest_kcal_mol=40.46 smiles="CC(N)=O.CC"
C -2.194 0.081 0.117
C -1.426 -0.996 -0.751
N -1.623 -0.535 -2.147
O -0.551 -1.737 -0.509
H -3.069 0.457 -0.559
H -1.666 1.037 -0.044
H -2.075 -0.043 1.159
H -1.160 -1.163 -2.755
H -2.500 -0.338 -2.490
C 1.733 0.221 1.622
C 2.347 0.620 0.281
H 0.909 0.929 1.926
H 1.220 -0.769 1.665
H 2.422 0.168 2.554
H 1.781 0.284 -0.474
H 2.610 1.698 0.191
H 3.240 0.086 0.213

=====

18
Properties=species:S:1:pos:R:3 method="wB97M-V/def2-TZVPD" multiplicity=2 s2=0.754 homo_energy_ev="0.787 / -3.996" charge=-1 e_tot_ha=-364.0973 de_lowest_kcal_mol=88.71
C -0.941 0.526 1.320
N -0.880 -0.649 0.524
C -1.604 -1.579 -1.402
C -0.258 -0.984 -0.824
C 0.233 0.261 -1.504
O -1.427 1.643 0.915
H -0.573 0.206 2.347
H -1.276 -1.556 0.815
H -2.617 -1.269 -1.169
H -1.551 -1.211 -2.443
H -1.655 -2.774 -1.540
H 0.538 -1.737 -0.744
H -0.385 1.184 -1.200
H 0.325 0.187 -2.610
H 1.078 0.785 -0.814
H 3.823 1.664 3.045
H 3.781 2.844 2.258
O 3.389 2.459 3.026

=====

18
Properties=species:S:1:pos:R:3 method="wB97M-V/def2-TZVPD" multiplicity=2 s2=0.753 homo_energy_ev="0.708 / -2.875" charge=-1 e_tot_ha=-364.0944 de_lowest_kcal_mol=90.49
C 1.612 0.990 1.613
C 0.606 2.105 1.032
N 0.320 1.544 -0.330
C -0.209 0.147 -0.678
C -1.399 -0.279 0.246
O -1.455 -1.421 0.671
H 2.119 1.386 2.528
H 2.166 0.560 0.796
H 0.776 0.321 1.889
H 0.957 3.113 0.961
H -0.363 2.015 1.617
H 1.055 2.021 -0.998
H -0.802 0.129 -1.640
H 0.624 -0.582 -0.765
H -1.852 0.339 1.033
H 0.917 -2.555 -1.720
H 0.112 -2.450 -3.046
O 0.004 -2.689 -2.125

=====

18
Properties=species:S:1:pos:R:3 method="wB97M-V/def2-TZVPD" multiplicity=2 s2=0.750 homo_energy_ev="0.787 / -5.933" charge=-1 e_tot_ha=-364.2063 de_lowest_kcal_mol=20.33
C 0.764 -2.266 -0.330
C 0.838 -0.903 -0.922
N -0.231 -0.096 -0.717
C 0.069 1.332 -0.899
C -1.375 -0.532 0.084
O 1.885 -0.461 -1.394
H 1.652 -2.856 -0.544
H -0.157 -2.785 -0.597
H 0.756 -2.178 0.761
H 0.817 1.624 -0.159
H 0.415 1.484 -1.910
H -0.773 1.952 -0.593
H -1.084 -0.723 1.124
H -1.840 -1.363 -0.449
H -2.111 0.268 0.142
H -1.802 3.005 3.080
H -1.563 1.544 2.871
O -1.123 2.334 3.226

=====

18
Properties=species:S:1:pos:R:3 method="wB97M-V/def2-TZVPD" homo_energy_ev=-8.101 e_tot_ha=-364.1846 de_lowest_kcal_mol=52.41 smiles="C=CC(=C)N.O.O"
C 0.082 -0.952 2.551
C 0.112 -0.061 1.555
C -1.024 0.694 1.001
C -2.292 0.587 1.417
N -0.698 1.388 -0.169
H 0.949 -1.542 2.799
H -0.847 -1.088 3.092
H 1.093 0.006 1.096
H -2.508 -0.214 2.108
H -3.077 1.120 0.910
H -1.345 1.591 -0.897
H 0.262 1.688 -0.241
O -0.205 -1.412 -1.766
H 0.102 -2.216 -1.354
H -0.813 -0.986 -1.179
O 3.076 0.558 -3.457
H 3.177 0.269 -4.378
H 3.956 0.571 -3.088